Entry 1:
Computed, not measured: one molecule with the formula C2H5I2OP, with ωB97M-V with the def2-TZVPD basis set.

The geometry in ORCA input format:
```
! wB97M-V def2-TZVPD RIJCOSX def2/J DEFGRID3
* xyz 0 1
C -0.188 -1.409 0.307
C 0.667 -0.266 -0.116
O -1.395 1.316 1.260
P -0.276 1.269 -0.119
I -1.593 1.467 -2.121
I 1.341 3.064 0.026
H -1.168 -1.146 0.412
H -0.108 -2.216 -0.337
H 0.140 -1.734 1.251
H 1.147 -0.333 -1.151
H 1.433 -0.012 0.589
*
```

Highest occupied orbital energy   -9.5 eV
Largest force on an atom   0.160 hartree/bohr
SMILES   CCP(=O)(I)I
LUMO energy   -1.1 eV


Entry 2:
Computed, not measured: C51H42BrN4O4SW as an isolated structure, with ωB97M-V with the def2-TZVPD basis set.

The geometry in ORCA input format:
```
! wB97M-V def2-TZVPD RIJCOSX def2/J DEFGRID3
* xyz 1 1
W 0.210 -0.095 -0.774
O 1.306 -1.081 0.371
C 1.954 -2.267 0.767
C 2.220 -2.989 -0.559
C 0.921 -3.445 -1.168
C 0.747 -4.806 -1.339
C -0.445 -5.287 -1.845
C -1.420 -4.375 -2.171
C -1.196 -3.010 -1.983
C -2.387 -2.137 -2.311
C -2.169 -0.716 -2.813
O -1.183 -0.100 -2.001
C -1.599 -0.630 -4.227
C -1.138 -1.744 -4.914
C -0.503 -1.605 -6.145
C -0.322 -0.348 -6.696
C -0.785 0.772 -6.015
C -1.417 0.630 -4.792
C -3.486 0.033 -2.641
C -3.848 0.523 -1.389
C -5.077 1.140 -1.206
C -5.964 1.259 -2.267
C -5.617 0.752 -3.510
C -4.383 0.142 -3.696
N -0.039 -2.541 -1.482
C 3.216 -1.820 1.496
C 4.497 -2.079 1.034
C 5.605 -1.592 1.725
C 5.433 -0.847 2.879
C 4.148 -0.585 3.346
C 3.050 -1.067 2.658
C 1.067 -3.107 1.676
C 1.584 -4.298 2.182
C 0.800 -5.125 2.969
C -0.509 -4.762 3.265
C -1.017 -3.569 2.781
C -0.233 -2.739 1.987
H 2.847 -3.866 -0.414
H 2.748 -2.298 -1.222
H 1.547 -5.476 -1.057
H -0.606 -6.348 -1.979
H -2.370 -4.695 -2.575
H -3.013 -2.091 -1.415
H -2.983 -2.669 -3.053
H -1.258 -2.740 -4.508
H -0.154 -2.486 -6.668
H 0.169 -0.239 -7.654
H -0.652 1.758 -6.441
H -1.766 1.509 -4.265
H -3.169 0.428 -0.548
H -5.343 1.522 -0.229
H -6.924 1.737 -2.122
H -6.305 0.833 -4.341
H -4.121 -0.241 -4.674
H 4.658 -2.654 0.132
H 6.600 -1.809 1.357
H 6.295 -0.484 3.426
H 4.006 -0.010 4.253
H 2.048 -0.859 3.019
H 2.612 -4.573 1.971
H 1.211 -6.047 3.357
H -1.123 -5.404 3.883
H -2.030 -3.274 3.025
H -0.632 -1.797 1.632
O 6.345 1.320 -0.481
C 5.009 1.232 -0.556
C 4.160 1.555 0.498
C 2.808 1.384 0.317
N 2.272 0.936 -0.830
C 3.098 0.667 -1.843
Br 2.351 0.090 -3.480
C 4.467 0.799 -1.763
H 6.616 1.605 0.400
H 4.539 1.899 1.451
H 2.097 1.591 1.107
H 5.107 0.568 -2.601
N -1.045 4.017 -2.075
C 0.284 4.348 -2.187
C 0.962 3.187 -2.003
N 0.073 2.153 -1.792
C -1.125 2.696 -1.840
H -1.828 4.643 -2.150
H 0.613 5.350 -2.396
H 2.025 3.037 -2.043
H -2.059 2.182 -1.704
C -3.715 4.890 5.969
C -2.764 5.289 7.064
O -3.091 5.894 8.046
S -1.024 4.841 6.938
C -0.913 3.935 5.415
C -1.043 2.549 5.404
C -0.931 1.846 4.218
C -0.660 2.514 3.019
C -0.512 3.904 3.039
C -0.642 4.606 4.225
C -0.502 1.778 1.800
C -0.346 1.144 0.772
H -4.727 5.039 6.337
H -3.566 3.862 5.648
H -3.544 5.534 5.104
H -1.238 2.025 6.331
H -1.044 0.770 4.207
H -0.293 4.426 2.117
H -0.527 5.682 4.239
*
```

Highest occupied orbital energy (spin up / spin down)   -9.3 / -9.4 eV
Largest force on an atom   0.020 hartree/bohr
LUMO energy (spin up / spin down)   -2.5 / -2.5 eV


Entry 3:
Computed, not measured: a 2-piece molecular cluster, C2H5ClN2 overall, with ωB97M-V with the def2-TZVPD basis set.

The geometry in ORCA input format:
```
! wB97M-V def2-TZVPD RIJCOSX def2/J DEFGRID3
* xyz 0 1
C -0.245 -1.252 0.007
C 0.764 2.390 0.210
N -0.622 -2.323 -0.269
N 0.659 1.150 0.560
Cl -2.529 -2.889 -0.713
H -0.737 -0.230 0.156
H -0.151 -3.349 -0.291
H 1.274 2.945 -0.579
H 0.394 3.191 0.823
H 1.193 0.366 0.097
*
```

Highest occupied orbital energy   -8.8 eV
Largest force on an atom   0.117 hartree/bohr
LUMO energy   -0.2 eV


Entry 4:
Computed, not measured: a 2-piece molecular cluster, C4H11NOS overall, with ωB97M-V with the def2-TZVPD basis set.

The geometry in ORCA input format:
```
! wB97M-V def2-TZVPD RIJCOSX def2/J DEFGRID3
* xyz 0 1
C 1.632 -1.555 0.125
C 1.283 0.412 -1.315
C 1.110 0.678 1.196
C 1.236 -0.114 -0.114
N -3.001 1.123 -0.523
O -1.331 -0.716 -0.531
S -2.285 -0.206 0.444
H 1.969 -2.115 -0.742
H 2.564 -1.412 0.667
H 0.937 -2.089 0.675
H -3.537 -1.085 0.318
H 1.469 -0.342 -2.118
H 1.169 1.492 -1.488
H 0.514 1.630 0.916
H 0.530 0.017 1.907
H 2.057 1.022 1.656
H -3.909 1.433 -0.361
H -2.409 1.827 -0.713
*
```

Highest occupied orbital energy   -8.7 eV
Largest force on an atom   0.095 hartree/bohr
LUMO energy   0.4 eV


Entry 5:
Computed, not measured: a 5-piece molecular cluster, C47H109BrF2N5O8P overall, with ωB97M-V with the def2-TZVPD basis set.

The geometry in ORCA input format:
```
! wB97M-V def2-TZVPD RIJCOSX def2/J DEFGRID3
* xyz 0 1
C 9.013 -5.606 -3.052
C 7.828 -5.663 -4.032
C 6.552 -5.044 -3.462
C 5.412 -5.046 -4.480
C 4.014 -4.622 -3.966
C 3.967 -3.880 -2.629
C 4.583 -2.473 -2.675
C 5.313 -2.081 -1.390
C 5.716 -0.599 -1.301
C 4.800 0.260 -0.422
C 3.300 0.226 -0.756
C 2.820 1.380 -1.659
C 2.605 0.989 -3.126
C 1.217 0.419 -3.417
C 0.912 0.385 -4.912
C -0.442 -0.232 -5.324
C -1.080 -1.218 -4.343
C -2.544 -1.491 -4.690
C -3.116 -2.684 -3.928
C -4.446 -3.231 -4.483
P -5.973 -3.041 -3.510
N -7.388 -2.657 -4.327
F -6.382 -4.661 -3.723
Br -5.603 -0.698 -3.125
C -5.976 -3.338 -1.664
F -4.803 -2.871 -1.091
C -7.238 -2.738 -1.025
C -6.983 -1.833 0.187
H 9.786 -4.913 -3.389
H 8.687 -5.270 -2.064
H 9.484 -6.581 -2.918
H 8.084 -5.137 -4.957
H 7.624 -6.701 -4.312
H 6.261 -5.607 -2.568
H 6.776 -4.024 -3.132
H 5.699 -4.420 -5.331
H 5.339 -6.063 -4.881
H 3.540 -3.976 -4.714
H 3.377 -5.510 -3.899
H 2.916 -3.794 -2.335
H 4.448 -4.470 -1.841
H 3.797 -1.740 -2.879
H 5.280 -2.399 -3.518
H 6.208 -2.708 -1.310
H 4.685 -2.342 -0.528
H 5.797 -0.182 -2.312
H 6.720 -0.531 -0.872
H 4.958 -0.054 0.616
H 5.153 1.295 -0.479
H 3.037 -0.736 -1.208
H 2.736 0.272 0.181
H 1.874 1.753 -1.254
H 3.541 2.202 -1.600
H 3.353 0.241 -3.411
H 2.780 1.855 -3.775
H 1.145 -0.594 -3.002
H 0.466 1.023 -2.892
H 0.947 1.418 -5.277
H 1.727 -0.136 -5.426
H -0.305 -0.759 -6.274
H -1.163 0.566 -5.531
H -0.524 -2.164 -4.352
H -1.028 -0.831 -3.322
H -3.127 -0.593 -4.471
H -2.640 -1.669 -5.770
H -3.212 -2.442 -2.868
H -2.386 -3.499 -3.992
H -4.377 -4.308 -4.631
H -4.680 -2.782 -5.454
H -7.678 -1.700 -4.181
H -8.134 -3.293 -4.068
H -5.961 -4.422 -1.558
H -7.870 -3.576 -0.723
H -7.816 -2.198 -1.774
H -6.986 -2.401 1.119
H -6.033 -1.310 0.106
H -7.772 -1.083 0.255
C 6.511 7.516 -1.711
O 7.332 6.873 -2.661
C 8.728 6.975 -2.410
C 9.316 5.625 -2.064
N 8.819 5.153 -0.783
C 9.206 3.795 -0.429
C 8.733 2.659 -1.328
O 7.333 2.449 -1.301
C 6.575 3.247 -2.187
H 5.493 7.482 -2.093
H 6.539 7.025 -0.731
H 6.802 8.563 -1.575
H 8.913 7.687 -1.599
H 9.207 7.352 -3.317
H 10.405 5.724 -2.004
H 9.097 4.943 -2.898
H 7.810 5.229 -0.769
H 8.837 3.595 0.579
H 10.300 3.753 -0.381
H 9.182 1.735 -0.955
H 9.068 2.787 -2.365
H 7.133 3.472 -3.101
H 6.257 4.193 -1.736
H 5.682 2.680 -2.453
C -12.727 -8.316 -1.896
O -12.435 -7.811 -3.181
C -13.484 -7.061 -3.778
C -13.092 -5.608 -3.924
N -12.967 -4.970 -2.625
C -12.447 -3.612 -2.647
C -11.037 -3.394 -3.184
O -10.016 -3.951 -2.371
C -9.717 -5.316 -2.610
H -11.907 -8.977 -1.618
H -12.815 -7.525 -1.143
H -13.658 -8.892 -1.895
H -14.397 -7.149 -3.181
H -13.678 -7.480 -4.769
H -13.869 -5.092 -4.497
H -12.169 -5.571 -4.521
H -12.389 -5.545 -2.025
H -12.476 -3.225 -1.625
H -13.129 -2.993 -3.240
H -10.854 -2.316 -3.198
H -10.929 -3.758 -4.213
H -9.856 -5.576 -3.664
H -10.328 -5.991 -2.006
H -8.669 -5.474 -2.350
C 2.522 1.485 6.496
O 2.002 2.764 6.199
C 2.975 3.748 5.873
C 2.873 4.149 4.418
N 3.245 3.048 3.547
C 3.031 3.285 2.126
C 1.606 3.531 1.644
O 0.761 2.401 1.746
C 0.110 2.234 2.989
H 1.699 0.890 6.889
H 2.932 0.983 5.613
H 3.308 1.542 7.255
H 3.978 3.375 6.099
H 2.787 4.627 6.497
H 3.551 4.989 4.239
H 1.850 4.515 4.246
H 2.738 2.219 3.827
H 3.410 2.411 1.589
H 3.647 4.138 1.823
H 1.659 3.767 0.578
H 1.144 4.392 2.143
H -0.139 3.199 3.443
H 0.709 1.663 3.706
H -0.813 1.686 2.802
C -0.503 3.842 7.270
O -1.708 4.220 7.907
C -2.245 3.243 8.787
C -2.156 3.699 10.227
N -0.774 3.757 10.670
C -0.568 4.342 11.987
C -0.964 5.800 12.190
O -0.168 6.719 11.464
C -0.595 6.988 10.144
H -0.286 4.605 6.524
H 0.342 3.777 7.964
H -0.598 2.877 6.765
H -1.719 2.291 8.661
H -3.295 3.093 8.524
H -2.697 2.985 10.856
H -2.681 4.662 10.303
H -0.226 4.263 9.987
H 0.493 4.251 12.230
H -1.115 3.739 12.720
H -0.816 6.040 13.245
H -2.024 5.970 11.962
H -1.687 6.961 10.065
H -0.184 6.284 9.415
H -0.249 7.989 9.888
*
```

Highest occupied orbital energy   -8.6 eV
Largest force on an atom   0.012 hartree/bohr
SMILES   CCCCCCCCCCCCCCCCCCCCP(N)(F)(Br)[C@@H](F)CC.COCCNCCOC.COCCNCCOC.COCCNCCOC.COCCNCCOC
LUMO energy   0.7 eV


Entry 6:
Computed, not measured: H30NO17S as an isolated structure, with ωB97M-V with the def2-TZVPD basis set.

The geometry in ORCA input format:
```
! wB97M-V def2-TZVPD RIJCOSX def2/J DEFGRID3
* xyz -1 1
N -1.849 -3.522 -0.543
H -1.840 -2.667 -0.897
H -1.164 -3.897 0.067
H -2.060 -4.237 -1.328
H -2.589 -3.417 -0.081
S 0.356 -0.029 0.056
O -0.865 0.337 -0.594
O 0.196 0.380 1.446
O 0.599 -1.395 -0.156
O 1.440 0.744 -0.513
O 2.120 1.094 -2.844
H 1.766 0.556 -1.931
H 1.288 1.500 -3.111
O 0.948 -2.933 -2.103
H 1.313 -2.289 -2.830
H 0.869 -2.299 -1.324
O 2.405 1.042 2.680
H 2.998 0.280 2.697
H 1.534 0.758 2.297
O 1.594 -2.985 1.980
H 1.206 -2.315 2.357
H 1.813 -2.448 1.123
O 3.767 -0.415 -1.095
H 2.910 0.159 -0.891
H 3.818 -1.216 -1.680
O -2.963 0.508 0.227
H -2.988 0.061 1.048
H -2.234 0.088 -0.076
O 0.357 3.565 0.475
H 1.243 3.468 0.321
H 0.104 2.763 1.055
O -1.035 2.223 -1.349
H -0.680 2.550 -0.583
H -0.962 1.232 -1.106
O -3.920 2.102 -2.130
H -3.272 2.884 -2.036
H -3.399 1.614 -1.515
O -2.510 -0.453 -2.413
H -1.853 -0.156 -1.761
H -3.131 -0.545 -1.816
O 2.852 2.052 0.328
H 2.340 1.262 -0.003
H 3.103 1.806 1.174
O -0.885 1.772 2.431
H -0.620 2.065 3.289
H -0.523 1.090 2.049
O -0.188 -1.017 3.471
H -1.145 -1.237 3.437
H -0.263 -0.481 2.700
*
```

Highest occupied orbital energy   -6.0 eV
Largest force on an atom   0.249 hartree/bohr
LUMO energy   0.4 eV


Sequential calculated total energy output: -1091.18062 -5527.76138 -648.72680 -687.06583 -5846.84594 -1749.68360 Ha